{
  "formula": "C11H25Cs4N3O11S2",
  "method": "ωB97M-V/def2-TZVPD",
  "lumo_energy_ha": -0.2317,
  "gap_ha": 0.276,
  "charge": 2,
  "multiplicity": 1,
  "homo_energy_ha": -0.5076,
  "total_energy_ha": -2302.69615,
  "elements": ["Cs", "Cs", "Cs", "Cs", "S", "O", "O", "O", "O", "C", "C", "O", "N", "C", "H", "H", "H", "H", "H", "H", "H", "C", "C", "O", "N", "C", "H", "H", "H", "H", "H", "H", "H", "C", "C", "O", "N", "C", "H", "H", "H", "H", "H", "H", "H", "C", "C", "O", "S", "O", "O", "O", "H", "H", "H", "H"],
  "coordinates": [[-19.63873, -5.03959, -21.64547], [-16.62746, -1.51139, -22.24575], [-19.26975, -2.24704, -18.23982], [-23.75980, -1.98765, -21.16633], [-20.23536, -1.40768, -21.51633], [-21.35163, -0.59484, -21.99446], [-19.51936, -1.95210, -22.69633], [-19.29152, -0.62517, -20.67627], [-20.74113, -2.52106, -20.66975], [-22.67801, 1.09712, -19.44936], [-23.56317, 1.56922, -20.59293], [-24.77836, 1.66915, -20.44185], [-22.92075, 1.79650, -21.77291], [-23.64039, 2.16166, -22.96231], [-22.76407, 1.73055, -18.57097], [-21.62531, 1.15287, -19.74747], [-22.92410, 0.06384, -19.19973], [-21.97361, 1.46210, -21.78540], [-23.68122, 3.23339, -23.13753], [-24.66674, 1.79331, -22.89049], [-23.21244, 1.64848, -23.82858], [-22.43358, -4.78587, -26.28255], [-21.38729, -4.32479, -25.33232], [-20.68131, -5.15715, -24.74598], [-21.27137, -3.00058, -25.08950], [-22.11451, -1.95356, -25.64024], [-22.02874, -5.65564, -26.79648], [-22.76396, -4.04286, -26.99907], [-23.30985, -5.12781, -25.72925], [-20.62089, -2.72064, -24.36576], [-21.62502, -0.99440, -25.44635], [-23.09323, -1.88520, -25.16178], [-22.19198, -2.03616, -26.71828], [-16.67613, 0.38546, -18.41651], [-17.03113, 1.74805, -19.01037], [-16.22782, 2.64326, -18.95291], [-18.28938, 1.86156, -19.53523], [-18.68601, 3.07943, -20.21625], [-16.91418, -0.38189, -19.17267], [-17.27842, 0.33369, -17.50251], [-15.61569, 0.39113, -18.20689], [-18.68187, 0.98781, -19.87072], [-17.92639, 3.84830, -20.09372], [-19.62174, 3.48006, -19.82843], [-18.77705, 2.94570, -21.30012], [-19.36250, 1.65940, -23.93162], [-19.38879, 1.81537, -25.44824], [-19.14740, 3.19894, -25.67642], [-19.43378, 4.07726, -24.37538], [-20.52730, 4.92496, -24.57785], [-18.20022, 4.55311, -23.89834], [-19.93136, 2.86897, -23.44349], [-18.36804, 1.45220, -23.50955], [-20.01049, 0.85000, -23.58195], [-20.35463, 1.53261, -25.87665], [-18.62611, 1.25452, -25.98819]],
  "forces_ev_per_angstrom": [[-0.2, -0.3, -0.8], [0.0, 0.4, -0.1], [0.0, 0.3, 0.6], [-0.4, 0.3, -0.1], [0.0, 1.1, -0.9], [0.0, -0.1, 0.3], [0.5, -0.6, 0.3], [0.3, -0.3, -0.2], [-0.4, -0.8, 0.3], [0.9, 0.3, -0.5], [-0.7, 0.0, 0.0], [0.7, -0.2, -0.2], [-0.3, -0.2, 1.3], [-0.4, -0.5, -0.6], [-0.4, 0.0, 0.0], [0.0, -0.2, 0.1], [0.0, 0.1, 0.2], [0.1, 0.2, -0.5], [0.2, 0.1, 0.0], [0.0, 0.2, 0.2], [0.2, 0.3, 0.1], [-0.1, -0.3, -0.4], [0.2, -0.1, 0.6], [0.1, 0.5, 0.4], [-0.1, 0.0, 0.1], [0.5, 0.5, 0.2], [-0.1, 0.0, -0.1], [0.0, 0.0, -0.1], [0.0, 0.0, 0.1], [0.1, -0.1, 0.0], [0.0, -0.2, 0.0], [-0.1, -0.2, -0.2], [-0.2, -0.1, -0.1], [-0.6, 0.5, -0.6], [0.1, 0.0, -0.1], [0.2, 0.5, 0.0], [0.4, -0.5, -0.1], [0.0, 0.5, -0.5], [-0.1, -0.1, 0.5], [0.2, -0.6, -0.1], [0.1, -0.1, 0.2], [-0.2, 0.4, 0.1], [0.1, -0.1, 0.3], [-0.1, -0.1, 0.0], [-0.1, -0.2, 0.2], [-0.4, -1.0, 0.3], [0.0, -0.3, -0.3], [-0.1, 0.1, 0.0], [0.1, -0.3, -0.1], [-0.8, 0.6, -0.2], [0.8, 0.3, 0.3], [0.2, -0.2, -0.1], [0.0, 0.5, -0.2], [0.0, 0.1, -0.2], [-0.1, 0.2, 0.2], [0.1, 0.0, 0.2]]
}